1.
This record from the Open Molecules 2025 dataset describes a cluster of 4 separate species, C23H56BNO14P3S3 in total in a non-equilibrium geometry. The level of theory is ωB97M-V/def2-TZVPD.

The geometry in XYZ format:
```
101
Properties=species:S:1:pos:R:3:lowdin_charge:R:1
C 2.879 -0.941 -0.156 0.02
C 2.463 -1.452 -1.504 -0.53
O 2.849 -2.551 -1.911 0.05
O 1.614 -0.732 -2.244 -0.01
C 1.555 0.713 -2.079 -0.09
B 0.215 1.168 -1.288 -0.98
P -0.362 2.986 -1.901 0.42
S 1.199 4.213 -2.045 -0.02
O 0.444 1.196 0.180 -0.09
C -0.599 0.571 0.843 -0.56
P -1.382 1.898 1.895 0.38
S -0.876 1.752 3.783 0.06
C -1.406 -0.210 -0.254 -0.84
S -0.829 -1.959 -0.064 0.83
P -3.277 0.011 -0.240 0.84
N -3.834 -1.532 0.163 -0.19
O -3.569 0.025 -1.867 -0.30
O -0.976 0.308 -1.461 -0.12
H 3.314 0.049 -0.206 0.08
H 2.064 -0.884 0.550 0.07
H 3.643 -1.590 0.244 0.08
H 1.529 1.097 -3.095 0.10
H 2.459 1.105 -1.639 0.10
H -1.326 3.522 -1.020 -0.06
H -1.002 2.849 -3.153 -0.05
H -0.229 -0.178 1.539 0.07
H -0.870 3.067 1.326 -0.02
H -2.764 1.972 1.691 -0.07
H -1.394 -2.448 -1.170 -0.11
H -4.784 -1.633 -0.167 0.04
H -3.290 -2.288 -0.240 -0.01
H -3.093 0.769 -2.243 0.03
C -6.550 -2.193 7.913 -0.12
O -5.538 -2.688 7.072 -0.19
C -5.758 -4.002 6.595 -0.21
C -5.394 -4.153 5.135 -0.19
O -6.269 -3.515 4.225 -0.12
C -6.245 -2.099 4.119 -0.18
C -5.014 -1.520 3.461 -0.21
O -3.876 -1.614 4.294 -0.19
C -2.692 -1.975 3.611 -0.11
H -6.463 -2.601 8.927 0.08
H -6.437 -1.111 7.960 0.09
H -7.547 -2.420 7.520 0.09
H -6.804 -4.296 6.735 0.12
H -5.126 -4.690 7.173 0.13
H -5.485 -5.217 4.901 0.13
H -4.354 -3.872 4.958 0.12
H -6.436 -1.627 5.084 0.12
H -7.093 -1.863 3.471 0.12
H -5.209 -0.458 3.260 0.13
H -4.841 -2.019 2.503 0.10
H -2.868 -2.801 2.913 0.08
H -1.969 -2.296 4.360 0.09
H -2.275 -1.121 3.068 0.05
C 7.779 -0.142 5.113 -0.11
O 8.267 -0.601 3.873 -0.19
C 9.500 -1.288 3.940 -0.21
C 9.522 -2.509 3.048 -0.19
O 8.721 -3.592 3.484 -0.12
C 7.309 -3.489 3.394 -0.18
C 6.742 -3.532 1.994 -0.20
O 7.011 -2.344 1.275 -0.20
C 7.369 -2.559 -0.074 -0.11
H 8.296 0.770 5.431 0.09
H 6.721 0.081 4.987 0.09
H 7.883 -0.905 5.893 0.09
H 9.723 -1.592 4.970 0.12
H 10.295 -0.609 3.602 0.13
H 10.543 -2.898 3.073 0.13
H 9.305 -2.239 2.013 0.12
H 6.939 -2.618 3.938 0.12
H 6.939 -4.375 3.915 0.13
H 5.653 -3.646 2.079 0.13
H 7.139 -4.408 1.470 0.12
H 8.087 -3.381 -0.169 0.08
H 7.838 -1.646 -0.440 0.09
H 6.486 -2.772 -0.686 0.09
C -0.729 1.959 -8.235 -0.11
O -1.893 2.756 -8.216 -0.20
C -2.856 2.356 -7.259 -0.20
C -3.473 3.530 -6.533 -0.19
O -2.621 4.188 -5.616 -0.13
C -1.545 4.976 -6.109 -0.18
C -1.950 6.259 -6.796 -0.20
O -2.549 6.036 -8.064 -0.20
C -3.657 6.861 -8.332 -0.12
H -0.902 1.015 -8.765 0.09
H 0.044 2.519 -8.758 0.09
H -0.373 1.741 -7.223 0.09
H -2.414 1.676 -6.523 0.12
H -3.661 1.820 -7.782 0.13
H -4.277 3.123 -5.913 0.13
H -3.934 4.230 -7.232 0.12
H -0.880 4.381 -6.734 0.12
H -0.976 5.255 -5.219 0.13
H -1.041 6.855 -6.949 0.13
H -2.624 6.820 -6.140 0.12
H -4.329 6.924 -7.470 0.09
H -4.204 6.416 -9.163 0.09
H -3.343 7.872 -8.618 0.09
```

Calculated values
charge	-1
frontier orbital gap	7.4	eV
largest force on an atom	0.03572	Eh/bohr
E_HOMO	-5.01	eV

2.
This record from the Open Molecules 2025 dataset describes a structure of composition C23H56N4O10Sr2 in a non-equilibrium geometry. The level of theory is ωB97M-V/def2-TZVPD.

The geometry in XYZ format:
```
95
Properties=species:S:1:pos:R:3:lowdin_charge:R:1
Sr -31.907 0.384 5.294 1.16
Sr -33.480 9.107 8.508 1.61
C -30.418 4.572 8.202 -1.08
O -29.913 3.474 8.371 0.08
O -30.011 5.655 8.640 0.08
O -31.389 4.696 7.455 0.05
C -25.102 1.825 18.060 -0.13
O -25.621 2.150 16.793 -0.19
C -26.940 1.589 16.438 -0.19
C -27.199 1.802 14.936 -0.19
N -26.091 1.381 14.020 -0.06
C -25.746 -0.009 14.095 -0.21
C -24.557 -0.279 13.087 -0.26
O -23.413 0.495 13.295 -0.15
C -22.484 0.175 12.208 -0.09
H -25.856 2.133 18.784 0.08
H -24.095 2.139 18.334 0.09
H -25.085 0.752 18.248 0.08
H -27.725 1.845 17.149 0.11
H -26.943 0.525 16.673 0.10
H -27.211 2.884 14.804 0.11
H -28.215 1.508 14.674 0.11
H -26.558 1.357 13.124 0.10
H -26.604 -0.522 13.660 0.11
H -25.540 -0.413 15.086 0.12
H -24.976 -0.101 12.097 0.11
H -24.339 -1.347 13.073 0.11
H -22.617 0.784 11.314 0.08
H -22.492 -0.866 11.884 0.08
H -21.478 0.507 12.467 0.08
C -35.457 9.506 4.880 -0.08
O -34.233 10.169 5.297 -0.29
C -33.490 10.841 4.231 -0.19
C -32.032 10.914 4.604 -0.19
N -31.986 11.743 5.868 -0.06
C -30.600 11.779 6.235 -0.20
C -30.443 12.681 7.543 -0.23
O -30.958 12.090 8.668 -0.27
C -31.202 12.970 9.861 -0.02
H -36.061 10.322 4.483 0.10
H -35.994 8.963 5.658 0.08
H -35.276 8.888 4.000 0.09
H -33.905 11.787 3.883 0.14
H -33.590 10.171 3.378 0.12
H -31.491 11.275 3.729 0.13
H -31.592 9.933 4.783 0.12
H -32.346 12.669 5.684 0.12
H -29.982 12.149 5.418 0.12
H -30.224 10.775 6.431 0.12
H -30.994 13.614 7.426 0.12
H -29.429 12.923 7.859 0.13
H -31.979 13.671 9.558 0.09
H -30.253 13.480 10.026 0.09
H -31.424 12.500 10.820 0.08
C -24.730 8.014 15.863 -0.12
O -24.256 7.617 14.580 -0.16
C -24.679 8.483 13.528 -0.26
C -23.823 8.456 12.288 -0.20
N -23.850 7.121 11.643 -0.04
C -22.940 6.997 10.476 -0.21
C -21.456 7.090 10.692 -0.27
O -21.184 6.514 11.947 -0.16
C -19.755 6.682 12.134 -0.10
H -24.228 8.854 16.342 0.08
H -24.429 7.224 16.552 0.09
H -25.811 8.150 15.888 0.08
H -24.605 9.483 13.958 0.11
H -25.749 8.514 13.325 0.11
H -22.839 8.728 12.672 0.13
H -24.387 9.233 11.772 0.11
H -24.784 6.962 11.294 0.10
H -23.243 7.847 9.865 0.10
H -23.205 6.112 9.898 0.11
H -21.286 8.164 10.619 0.11
H -20.798 6.680 9.925 0.12
H -19.251 6.078 11.379 0.08
H -19.466 6.273 13.102 0.09
H -19.297 7.669 12.070 0.09
C -24.600 -0.765 3.594 -0.08
C -25.343 -1.324 2.423 -0.46
C -24.555 -2.450 1.645 -0.17
O -25.407 -3.149 0.686 -0.22
C -24.762 -4.230 -0.043 -0.08
N -26.628 -1.860 2.886 0.04
H -23.711 -0.224 3.269 0.08
H -24.353 -1.517 4.343 0.08
H -25.267 -0.076 4.113 0.08
H -25.472 -0.556 1.661 0.13
H -23.929 -3.081 2.276 0.12
H -23.836 -1.962 0.986 0.12
H -25.576 -4.724 -0.573 0.08
H -24.038 -4.913 0.401 0.09
H -24.291 -3.800 -0.927 0.08
H -26.210 -2.630 3.387 0.06
H -26.747 -2.384 2.030 0.04
```

Calculated values
charge	+2
frontier orbital gap	2.0	eV
largest force on an atom	0.09431	Eh/bohr
E_HOMO	-9.95	eV

3.
This record from the Open Molecules 2025 dataset describes a structure of composition C23H57HfO11 in a non-equilibrium geometry. The level of theory is ωB97M-V/def2-TZVPD.

The geometry in XYZ format:
```
92
Properties=species:S:1:pos:R:3:lowdin_charge:R:1
Hf 9.142 2.750 14.156 2.29
C 9.006 7.236 15.386 0.00
C 9.849 6.010 15.868 -0.50
C 9.575 5.628 17.268 -0.05
O 9.740 4.959 14.916 -0.27
H 9.303 8.054 16.041 0.08
H 7.946 7.004 15.481 0.08
H 9.290 7.486 14.363 0.06
H 10.878 6.369 15.841 0.13
H 9.669 6.383 18.048 0.11
H 10.090 4.775 17.710 0.08
H 8.515 5.398 17.378 0.07
C 6.158 4.280 15.392 -0.06
O 7.161 4.152 14.400 -0.32
C 6.727 4.991 13.245 -0.12
C 7.881 5.400 12.393 -0.14
O 8.574 4.129 12.237 -0.33
C 8.308 3.772 10.835 0.00
H 6.019 3.327 15.902 0.11
H 5.166 4.475 14.986 0.12
H 6.349 5.060 16.128 0.11
H 6.266 5.936 13.534 0.16
H 5.956 4.607 12.577 0.15
H 8.529 6.099 12.922 0.11
H 7.741 6.037 11.519 0.17
H 7.266 3.794 10.515 0.12
H 8.700 2.810 10.503 0.10
H 8.799 4.517 10.209 0.12
C 9.246 2.189 20.189 -0.15
O 9.536 2.890 21.364 -0.17
C 10.478 3.986 21.153 -0.16
C 11.033 4.572 22.492 -0.20
O 12.228 5.336 22.271 -0.19
C 12.595 6.179 23.340 -0.11
H 10.166 1.875 19.696 0.08
H 8.618 2.746 19.493 0.06
H 8.709 1.312 20.550 0.10
H 10.028 4.838 20.642 0.11
H 11.404 3.636 20.697 0.11
H 11.098 3.845 23.302 0.13
H 10.252 5.181 22.948 0.12
H 13.633 6.028 23.638 0.09
H 12.167 5.748 24.246 0.08
H 12.266 7.217 23.316 0.09
C 13.631 5.361 17.557 -0.09
O 15.025 5.634 17.327 -0.18
C 15.831 6.050 18.422 -0.18
C 17.308 6.324 17.997 -0.14
O 17.598 5.281 17.069 -0.16
C 18.896 4.705 17.215 -0.09
H 13.537 4.680 18.403 0.08
H 13.094 4.911 16.722 0.06
H 13.117 6.270 17.870 0.08
H 15.697 5.464 19.331 0.13
H 15.607 7.068 18.741 0.12
H 18.098 6.331 18.748 0.13
H 17.361 7.255 17.432 0.13
H 19.203 4.109 16.356 0.09
H 19.119 4.093 18.089 0.10
H 19.681 5.457 17.135 0.09
C 11.580 4.084 12.378 -0.02
O 10.744 2.939 12.533 -0.36
C 11.297 1.769 11.872 -0.11
C 10.469 0.485 12.079 -0.11
O 10.032 0.603 13.473 -0.35
C 9.654 -0.785 13.944 0.03
H 10.878 4.898 12.194 0.10
H 12.339 4.046 11.597 0.13
H 12.147 4.282 13.288 0.12
H 12.309 1.647 12.258 0.15
H 11.495 2.037 10.834 0.16
H 11.092 -0.397 11.927 0.16
H 9.621 0.418 11.397 0.14
H 9.331 -0.760 14.985 0.11
H 10.469 -1.486 13.763 0.12
H 8.848 -1.171 13.319 0.11
C 10.558 10.320 13.877 -0.10
O 11.677 10.504 14.737 -0.18
C 11.701 9.756 15.970 -0.13
C 10.746 10.412 17.051 -0.19
O 11.219 11.107 18.168 -0.16
C 10.261 11.558 19.055 -0.12
H 9.722 10.835 14.349 0.08
H 10.280 9.288 13.661 0.05
H 10.633 10.826 12.915 0.09
H 12.759 9.819 16.222 0.13
H 11.534 8.690 15.817 0.09
H 10.263 9.527 17.465 0.09
H 9.966 10.962 16.524 0.12
H 9.656 12.336 18.589 0.09
H 10.705 12.052 19.919 0.10
H 9.590 10.766 19.389 0.09
```

Calculated values
charge	+3
frontier orbital gap	1.5	eV
largest force on an atom	0.15035	Eh/bohr
E_HOMO	-14.38	eV

4.
This record from the Open Molecules 2025 dataset describes a cluster of 10 separate species, C23H57N3O13S3 in total in a non-equilibrium geometry. The level of theory is ωB97M-V/def2-TZVPD.

The geometry in XYZ format:
```
99
Properties=species:S:1:pos:R:3:lowdin_charge:R:1
C -3.729 -0.016 -2.873 -0.05
C -2.954 0.015 -1.545 -0.26
O -3.926 -0.008 -0.487 -0.26
S -3.485 -0.772 0.958 0.70
C -5.127 -0.702 1.814 -0.09
O -3.101 -2.181 0.795 -0.29
O -2.697 0.198 1.664 -0.31
H -4.224 0.956 -2.868 0.08
H -4.517 -0.734 -3.103 0.08
H -3.135 0.112 -3.778 0.05
H -2.156 -0.713 -1.401 0.09
H -2.462 0.988 -1.529 0.12
H -5.250 0.299 2.227 0.06
H -5.178 -1.478 2.578 0.07
H -5.950 -0.838 1.113 0.06
C -2.187 -1.547 -6.520 -0.06
C -0.817 -1.058 -6.051 -0.26
O -0.834 -1.309 -4.653 -0.27
S 0.502 -1.162 -3.737 0.69
C 1.190 -2.873 -3.841 -0.08
O 1.435 -0.148 -4.224 -0.29
O 0.038 -0.893 -2.365 -0.31
H -3.008 -1.024 -6.030 0.08
H -2.309 -2.621 -6.381 0.08
H -2.218 -1.435 -7.604 0.08
H 0.071 -1.523 -6.479 0.13
H -0.847 0.006 -6.287 0.11
H 1.891 -2.837 -4.674 0.07
H 0.432 -3.656 -3.832 0.08
H 1.832 -2.914 -2.961 0.05
C 1.082 -4.067 -0.321 -0.06
C 0.940 -5.223 0.721 -0.26
O -0.453 -5.530 0.795 -0.29
S -1.154 -5.932 2.292 0.69
C -0.953 -4.355 3.217 -0.12
O -2.605 -6.090 2.153 -0.29
O -0.280 -6.895 2.906 -0.29
H 0.280 -3.348 -0.154 0.06
H 0.662 -4.464 -1.246 0.07
H 2.052 -3.570 -0.333 0.09
H 1.392 -6.083 0.227 0.12
H 1.336 -5.030 1.718 0.11
H -1.014 -4.702 4.249 0.07
H -1.757 -3.694 2.893 0.05
H 0.059 -3.950 3.202 0.06
C 2.954 5.232 0.217 -0.08
C 3.236 5.469 -1.223 -0.26
N 3.467 5.699 -2.321 0.12
H 3.088 4.201 0.546 0.06
H 1.964 5.564 0.531 0.07
H 3.364 5.960 0.917 0.07
C 3.657 2.002 -2.926 -0.06
C 4.274 0.723 -2.689 -0.31
N 4.724 -0.272 -2.421 0.12
H 4.373 2.772 -3.214 0.08
H 3.092 2.279 -2.037 0.05
H 2.943 1.855 -3.736 0.07
C 0.901 -0.205 0.609 -0.05
C 1.055 1.140 0.098 -0.24
N 1.205 2.212 -0.335 0.17
H 0.600 -0.962 -0.115 0.05
H 0.024 -0.130 1.253 0.06
H 1.726 -0.571 1.220 0.08
C -0.442 -1.347 4.368 -0.10
C 0.341 -1.289 5.658 -0.27
O 1.042 -2.568 5.755 -0.09
H -1.242 -2.087 4.338 0.06
H 0.148 -1.258 3.456 0.07
H -0.899 -0.362 4.278 0.06
H -0.343 -1.214 6.504 0.11
H 1.002 -0.427 5.581 0.10
H 1.808 -2.405 6.310 0.07
C -1.087 4.327 3.518 -0.10
C -1.491 2.959 3.974 -0.28
O -1.094 1.769 3.166 -0.12
H -1.529 4.465 2.531 0.07
H -0.005 4.433 3.432 0.06
H -1.459 5.064 4.230 0.08
H -2.490 2.879 4.403 0.11
H -0.812 2.829 4.817 0.10
H -1.812 1.647 2.542 0.02
C 3.295 2.584 4.189 -0.08
C 3.113 1.258 3.538 -0.33
O 3.421 1.343 2.150 -0.10
H 3.159 2.443 5.261 0.08
H 2.555 3.286 3.806 0.07
H 4.328 2.886 4.020 0.08
H 2.059 1.009 3.420 0.10
H 3.713 0.496 4.037 0.12
H 3.625 0.459 1.836 0.07
C -0.481 3.928 -3.718 -0.06
C -0.297 2.371 -3.886 -0.28
O 0.183 2.120 -5.224 -0.09
H -1.132 4.432 -4.432 0.06
H 0.497 4.402 -3.796 0.06
H -0.924 4.322 -2.803 0.06
H -1.222 1.818 -3.721 0.09
H 0.358 1.988 -3.103 0.08
H 0.607 1.275 -5.059 0.00
```

Calculated values
frontier orbital gap	10.0	eV
largest force on an atom	0.06448	Eh/bohr
structure (SMILES)	CCOS(C)(=O)=O.CCOS(C)(=O)=O.CCOS(C)(=O)=O.CC#N.CC#N.CC#N.CCO.CCO.CCO.CCO
E_HOMO	-9.88	eV

5.
This record from the Open Molecules 2025 dataset describes a cluster of 5 separate species, C23H57O7S in total in a non-equilibrium geometry. The level of theory is ωB97M-V/def2-TZVPD.

The geometry in XYZ format:
```
88
Properties=species:S:1:pos:R:3:lowdin_charge:R:1
C -0.083 5.447 -0.604 -0.05
C -0.164 4.214 0.302 -0.26
O -0.470 3.058 -0.452 -0.11
C 0.289 1.902 -0.250 -0.20
C -0.554 0.771 0.311 -0.16
O -1.343 1.182 1.415 -0.13
C -0.918 0.767 2.694 -0.16
C -0.252 1.879 3.511 -0.10
O 1.084 1.501 3.940 -0.15
C 2.122 2.248 3.490 -0.40
S 3.400 1.165 2.628 1.10
H -0.713 6.242 -0.233 0.07
H 0.931 5.819 -0.641 0.07
H -0.415 5.195 -1.599 0.08
H -0.961 4.379 1.022 0.11
H 0.788 4.118 0.821 0.09
H 0.668 1.566 -1.214 0.13
H 1.163 2.065 0.391 0.09
H -1.240 0.452 -0.466 0.13
H 0.075 -0.087 0.545 0.12
H -1.801 0.433 3.226 0.13
H -0.232 -0.078 2.666 0.12
H -0.263 2.820 2.973 0.12
H -0.824 2.025 4.416 0.13
H 2.695 2.659 4.312 0.11
H 1.867 2.998 2.749 0.09
H 3.059 -0.095 2.957 0.01
H 3.134 1.252 1.312 -0.02
C 6.731 -0.728 -0.050 -0.07
C 5.835 -1.472 0.926 -0.30
O 4.834 -2.260 0.321 -0.17
C 5.290 -3.306 -0.533 -0.26
C 6.172 -4.328 0.159 -0.07
H 6.136 -0.099 -0.715 0.08
H 7.437 -0.097 0.490 0.08
H 7.307 -1.412 -0.671 0.07
H 5.288 -0.733 1.536 0.07
H 6.434 -2.067 1.623 0.11
H 5.794 -2.887 -1.409 0.11
H 4.388 -3.795 -0.896 0.11
H 7.098 -3.890 0.534 0.07
H 6.439 -5.118 -0.541 0.08
H 5.648 -4.775 1.005 0.08
C 4.201 -4.437 -5.534 -0.08
C 4.816 -5.804 -5.288 -0.28
O 4.977 -6.128 -3.918 -0.16
C 3.796 -6.169 -3.142 -0.30
C 2.769 -7.183 -3.615 -0.07
H 4.799 -3.658 -5.057 0.08
H 4.156 -4.235 -6.604 0.08
H 3.185 -4.367 -5.141 0.07
H 5.822 -5.829 -5.706 0.12
H 4.243 -6.583 -5.801 0.11
H 3.349 -5.168 -3.075 0.10
H 4.123 -6.433 -2.135 0.11
H 2.400 -6.958 -4.616 0.07
H 1.913 -7.193 -2.940 0.08
H 3.205 -8.182 -3.638 0.08
C -6.096 -2.411 -1.334 -0.08
C -4.693 -2.094 -0.848 -0.28
O -4.019 -1.116 -1.622 -0.17
C -4.633 0.161 -1.686 -0.28
C -4.785 0.840 -0.337 -0.08
H -6.075 -2.740 -2.373 0.08
H -6.532 -3.204 -0.726 0.08
H -6.758 -1.546 -1.271 0.07
H -4.075 -2.989 -0.919 0.12
H -4.707 -1.804 0.209 0.10
H -5.598 0.100 -2.201 0.11
H -3.980 0.759 -2.321 0.12
H -5.441 0.287 0.337 0.07
H -5.203 1.839 -0.464 0.08
H -3.810 0.931 0.150 0.06
C -6.215 6.397 3.400 -0.08
C -6.790 5.225 2.624 -0.28
O -6.029 4.855 1.487 -0.15
C -4.698 4.451 1.726 -0.29
C -4.569 3.237 2.631 -0.07
H -6.107 7.268 2.752 0.08
H -6.877 6.658 4.226 0.08
H -5.234 6.171 3.822 0.06
H -7.770 5.495 2.234 0.12
H -6.941 4.362 3.282 0.11
H -4.106 5.288 2.117 0.11
H -4.290 4.212 0.743 0.11
H -4.952 3.426 3.635 0.07
H -3.519 2.950 2.721 0.06
H -5.123 2.394 2.216 0.07
```

Calculated values
charge	+1
frontier orbital gap	7.5	eV
largest force on an atom	0.02830	Eh/bohr
E_HOMO	-11.20	eV